{
  "formula": "C10H16",
  "method": "ωB97M-V with the def2-TZVPD basis set",
  "elements": ["C", "C", "C", "C", "C", "C", "C", "H", "H", "H", "H", "H", "H", "H", "H", "C", "C", "C", "H", "H", "H", "H", "H", "H", "H", "H"],
  "positions_angstrom": [[1.721, 1.091, 2.449], [-1.402, 1.220, 0.356], [-0.112, 1.403, 0.758], [-2.248, 0.383, 1.127], [0.378, 0.757, 1.940], [-1.715, -0.452, 2.128], [-0.440, -0.257, 2.548], [-1.684, 1.780, -0.528], [0.516, 2.101, 0.223], [-3.289, 0.410, 0.821], [-2.302, -1.158, 2.706], [1.741, 1.037, 3.532], [1.977, 2.124, 2.211], [0.077, -0.890, 3.253], [2.435, 0.376, 2.042], [0.693, -0.808, -1.778], [1.018, -0.006, -3.021], [-0.452, -1.815, -1.977], [1.589, -1.349, -1.453], [0.425, -0.167, -0.943], [0.253, 0.709, -3.324], [-0.806, -1.882, -3.017], [-0.179, -2.867, -1.843], [1.099, -0.659, -3.890], [2.003, 0.441, -2.971], [-1.294, -1.520, -1.350]],
  "nbo_charge": [-0.69, -0.19, -0.16, 0.04, 0.27, -0.19, -0.17, 0.26, 0.25, 0.25, 0.26, 0.26, 0.26, 0.25, 0.29, -0.40, -0.61, -0.62, 0.21, 0.17, 0.20, 0.22, 0.23, 0.22, 0.22, 0.19],
  "s2": 0.768,
  "relative_energy_kcal_mol": 9.3,
  "orbital_gap_ev": [9.74, 6.02],
  "total_energy_ev": -10620.4689,
  "e_lumo_ev": [-4.4, -8.2],
  "molar_mass_g_mol": 136.24,
  "charge": 1,
  "spin_multiplicity": 2
}